No. 1
C36H34N4O10S3Sc | ωB97M-V with the def2-TZVPD basis set

E_LUMO (eV): 0.930
Energy relative to the best compared isomer or geometry (same formula, charge and spin) (kcal/mol): 0.0
Frontier orbital gap (eV): 5.898

Structure (ORCA input):
```
! RIJCOSX wB97M-V def2-TZVPD def2/J DEFGRID3
* xyz -1 1
Sc 2.41 -1.62 0.07
C 5.41 -2.62 -1.24
O 4.68 -1.77 -0.23
C 5.28 -0.59 0.13
C 6.65 -0.53 0.29
C 7.18 0.66 0.80
C 6.44 1.83 0.99
C 5.04 1.79 0.79
C 4.45 0.55 0.43
N 3.13 0.30 0.73
N 2.59 1.18 1.54
C 1.67 0.69 2.41
C 1.22 -0.68 2.56
O 1.87 -1.66 2.06
C -0.03 -0.79 3.24
C -0.73 0.23 3.82
C -0.11 1.51 3.89
C -0.62 2.46 4.75
C 0.13 3.58 5.00
C 1.32 3.82 4.31
C 1.76 2.95 3.31
C 1.04 1.74 3.14
H 6.38 -2.95 -0.83
H 5.54 -2.03 -2.14
H 4.79 -3.45 -1.56
H 7.27 -1.45 0.20
H 8.30 0.65 0.96
H 6.90 2.74 1.35
H 4.36 2.63 0.91
H -0.45 -1.81 3.30
H -1.70 0.09 4.23
H -1.60 2.26 5.17
H -0.16 4.29 5.76
H 1.85 4.73 4.52
H 2.67 3.19 2.76
O -0.84 -1.94 -2.44
S -0.83 -2.61 -1.13
O -2.09 -2.58 -0.43
O 0.30 -2.12 -0.29
C -0.52 -4.38 -1.47
C -1.48 -5.33 -1.01
C -1.20 -6.68 -1.30
C -0.08 -7.10 -2.02
C 0.89 -6.14 -2.37
C 0.71 -4.83 -1.95
S 2.20 -3.74 -2.05
O 3.93 -0.83 -3.42
O 3.13 -4.40 -2.96
O 2.59 -3.63 -0.56
H -2.37 -4.95 -0.56
H -1.87 -7.47 -0.93
H 0.07 -8.13 -2.38
H 1.80 -6.44 -2.91
C 1.75 -0.17 -3.98
C 2.80 -0.59 -2.95
O 2.44 -0.69 -1.71
H 1.43 -1.08 -4.55
H 2.22 0.62 -4.61
H 0.80 0.26 -3.55
C -4.54 -2.07 -2.88
C -4.48 -0.59 -3.15
C -4.29 0.41 -2.00
N -2.84 0.34 -1.47
C -2.20 1.17 -0.70
S -0.59 1.16 -0.36
N -3.01 2.10 0.13
C -3.67 3.20 -0.42
O -3.67 3.39 -1.62
C -4.31 4.17 0.59
C -4.58 5.45 0.08
C -5.07 6.47 0.89
C -5.34 6.17 2.24
C -5.17 4.92 2.75
C -4.64 3.91 1.91
H -5.51 -2.45 -3.21
H -4.41 -2.38 -1.85
H -3.77 -2.69 -3.38
H -5.45 -0.35 -3.66
H -3.76 -0.29 -3.94
H -5.06 0.20 -1.21
H -4.38 1.44 -2.35
H -2.34 -0.53 -1.62
H -2.47 2.34 0.98
H -4.33 5.60 -0.97
H -5.29 7.49 0.46
H -5.58 6.99 2.95
H -5.54 4.61 3.73
H -4.42 2.86 2.19
*
```

Atomic partial charges in e from the Mulliken method, atoms 1 to 4: atom 1 (Sc): 1.229, atom 2 (C): -0.855, atom 3 (O): -0.066, atom 4 (C): 1.127

No. 2
C4H5NO2 | ωB97M-V with the def2-TZVPD basis set

E_LUMO (eV): 0.353
Energy relative to the best compared isomer or geometry (same formula, charge and spin) (kcal/mol): 124.0
Frontier orbital gap (eV): 9.378

Structure (ORCA input):
```
! RIJCOSX wB97M-V def2-TZVPD def2/J DEFGRID3
* xyz 0 1
N -0.80 -1.21 0.19
C -0.31 0.14 -0.15
C 0.82 0.28 -1.15
C 1.18 0.04 0.26
O 1.03 1.37 0.96
C -0.31 1.23 0.87
O -1.18 1.71 1.55
H -1.19 -1.75 -0.58
H -1.47 -1.17 0.96
H 0.94 -0.56 -1.84
H 0.92 1.26 -1.61
H 0.36 -1.32 0.55
*
```

Atomic partial charges in e from the Mulliken method, atoms 1 to 4: atom 1 (N): -0.247, atom 2 (C): 0.021, atom 3 (C): -0.403, atom 4 (C): -0.673

No. 3
C2H26CdF6NO17S2 | ωB97M-V with the def2-TZVPD basis set

Expectation value of S²: 0.754
E_LUMO (alpha / beta) (eV): -6.227 / -12.931
Energy relative to the best compared isomer or geometry (same formula, charge and spin) (kcal/mol): 0.0
Frontier orbital gap (alpha / beta) (eV): 8.566 / 1.861

Structure (ORCA input):
```
! RIJCOSX wB97M-V def2-TZVPD def2/J DEFGRID3
* xyz 2 2
Cd 2.06 1.97 1.12
C 0.66 -1.85 2.19
F 1.32 -2.56 1.23
F -0.24 -2.58 2.88
F 1.51 -1.27 3.03
S -0.32 -0.38 1.38
O -1.49 -0.95 0.72
O -0.69 0.53 2.47
N 0.94 0.40 0.43
S 0.63 -0.16 -1.00
O 1.76 0.15 -1.83
O 0.13 -1.53 -1.25
C -0.78 1.12 -1.48
F -0.30 2.06 -2.24
F -1.77 0.43 -2.15
F -1.26 1.60 -0.29
O -4.47 1.22 2.31
H -3.54 1.38 2.47
H -4.91 1.95 2.74
O 3.88 -1.86 -0.72
H 3.72 -2.76 -0.44
H 3.95 -1.92 -1.67
O -0.48 -0.81 -4.44
H -1.18 -0.15 -4.50
H -0.93 -1.61 -4.19
O 2.31 2.92 -0.89
H 2.44 2.73 -1.81
H 1.87 3.77 -0.88
O 3.77 0.72 0.76
H 4.71 0.74 0.95
H 3.64 -0.12 0.32
O 0.40 3.21 1.59
H 0.16 3.34 2.51
H -0.34 3.57 1.10
O 2.11 1.52 3.23
H 2.58 0.84 3.71
H 1.74 2.08 3.92
O -3.46 2.96 -2.93
H -3.68 2.16 -3.41
H -3.29 3.61 -3.61
O 2.11 -0.35 -4.71
H 1.27 -0.80 -4.68
H 2.22 0.03 -3.84
O -1.41 0.99 5.54
H -1.91 0.27 5.16
H -2.04 1.47 6.07
O -0.46 -4.69 -1.05
H 0.23 -4.06 -1.21
H -0.15 -5.20 -0.29
O -1.21 -5.09 4.43
H -1.15 -4.73 3.54
H -0.47 -5.68 4.50
O -3.18 0.51 -4.61
H -4.01 0.05 -4.72
H -2.96 0.82 -5.49
*
```

Atomic partial charges in e from the Mulliken method, atoms 1 to 4: atom 1 (Cd): 0.956, atom 2 (C): 0.593, atom 3 (F): -0.170, atom 4 (F): -0.107

No. 4
C6H9NO | ωB97M-V with the def2-TZVPD basis set

E_LUMO (eV): 0.473
Energy relative to the best compared isomer or geometry (same formula, charge and spin) (kcal/mol): 42.7
Frontier orbital gap (eV): 10.301

Structure (ORCA input):
```
! RIJCOSX wB97M-V def2-TZVPD def2/J DEFGRID3
* xyz 0 1
C -0.84 -3.79 -0.43
C 0.70 0.91 -0.80
C 1.36 2.14 -0.72
C 1.15 2.91 0.40
C 0.21 2.37 1.35
C -0.34 1.16 1.12
H -1.58 -1.90 -0.39
H -1.11 -4.81 -0.51
H 0.02 -3.58 -1.07
H -0.39 -3.74 0.62
H 0.78 0.60 -1.86
H 1.75 2.54 -1.74
H 1.54 3.87 0.63
H -0.10 3.06 2.16
H -1.04 0.77 1.90
N -0.22 0.35 0.02
O -1.88 -2.84 -0.68
*
```

Atomic partial charges in e from the Mulliken method, atoms 1 to 4: atom 1 (C): -0.544, atom 2 (C): 0.007, atom 3 (C): -0.462, atom 4 (C): -0.151

No. 5
C12H41BF4N6O8P | ωB97M-V with the def2-TZVPD basis set

E_LUMO (eV): -12.102
Frontier orbital gap (eV): 5.929

Structure (ORCA input):
```
! RIJCOSX wB97M-V def2-TZVPD def2/J DEFGRID3
* xyz 3 1
N -1.76 0.84 -4.75
H -2.26 1.65 -5.10
H -1.84 0.04 -5.37
H -2.21 0.56 -3.89
H -0.80 0.91 -4.46
N -0.73 -2.08 -3.48
H -0.59 -1.37 -4.18
H 0.09 -2.19 -2.90
H -1.08 -2.95 -3.86
H -1.47 -1.82 -2.84
N -0.72 3.27 1.01
H -0.81 2.63 1.78
H 0.24 3.51 0.84
H -1.21 4.15 1.05
H -1.01 2.81 0.15
N -0.26 -2.70 -0.21
H -0.90 -2.86 -0.96
H -0.73 -2.64 0.68
H 0.24 -1.88 -0.53
H 0.36 -3.49 -0.13
N -2.60 3.17 -1.77
H -2.74 2.81 -2.71
H -2.83 4.15 -1.85
H -1.64 2.95 -1.55
H -3.16 2.73 -1.05
N -1.33 0.17 2.10
H -1.63 1.08 2.40
H -1.17 -0.47 2.87
H -0.46 0.38 1.65
H -1.91 -0.29 1.41
C -0.32 1.79 -2.51
C 0.11 0.52 -2.75
C 0.44 -0.55 -1.71
O 0.78 -1.79 -2.05
C 0.39 -0.18 -0.42
C 0.09 1.12 0.02
C -0.43 2.12 -1.11
O -1.25 3.07 -0.74
O 0.00 1.43 1.19
O 0.24 0.22 -4.06
H -0.56 2.52 -3.27
H 0.62 -0.81 0.43
B -2.82 2.93 -4.73
F -2.01 3.37 -3.68
F -1.98 2.55 -5.78
F -3.43 1.78 -4.15
F -3.65 3.89 -5.21
C 0.38 1.19 4.17
C 1.14 0.68 3.00
O 1.22 -0.72 3.21
P 0.95 -1.80 1.99
O -0.45 -1.86 1.50
O 1.51 -3.20 2.59
C 0.99 -3.78 3.73
C 1.95 -3.80 4.86
O 2.16 -1.68 0.89
C 3.57 -1.90 1.32
C 4.50 -0.77 0.94
H 0.64 0.83 5.17
H 0.64 2.25 4.30
H -0.70 1.04 4.15
H 0.54 1.01 2.16
H 2.09 1.18 2.86
H 0.02 -3.47 4.12
H 0.86 -4.83 3.47
H 2.86 -4.27 4.48
H 2.15 -2.81 5.26
H 1.54 -4.30 5.73
H 3.68 -1.86 2.40
H 3.99 -2.88 1.12
H 5.49 -1.06 1.30
H 4.47 -0.37 -0.07
H 4.51 0.15 1.53
*
```

Atomic partial charges in e from the Mulliken method, atoms 1 to 4: atom 1 (N): -0.367, atom 2 (H): 0.685, atom 3 (H): 0.324, atom 4 (H): 0.310

No. 6
C34H62BCaFN7O2P2SeSi | ωB97M-V with the def2-TZVPD basis set

E_LUMO (eV): 2.461
Energy relative to the best compared isomer or geometry (same formula, charge and spin) (kcal/mol): 90.0
Frontier orbital gap (eV): 6.641

Structure (ORCA input):
```
! RIJCOSX wB97M-V def2-TZVPD def2/J DEFGRID3
* xyz -1 1
Ca -0.96 -0.06 -0.15
C -1.86 2.41 5.34
C -2.34 1.89 3.98
C -2.72 0.40 4.14
C -3.59 2.65 3.56
P -1.12 1.93 2.57
C 0.38 1.26 3.45
N 1.37 0.75 2.53
B 1.13 -0.06 1.32
N 2.53 -0.23 0.86
C 2.98 -0.99 -0.28
P 2.02 -0.64 -1.83
C 2.43 -2.23 -2.75
C 2.05 -2.08 -4.23
C 3.88 -2.74 -2.67
C 1.50 -3.29 -2.15
C 2.96 0.78 -2.58
C 4.41 0.51 -2.97
C 2.92 1.89 -1.52
C 2.19 1.28 -3.82
C 3.43 0.37 1.72
C 4.82 0.44 1.68
C 5.48 1.14 2.69
C 4.77 1.74 3.72
C 3.37 1.66 3.77
C 2.71 0.97 2.76
C -0.62 3.69 2.19
C -1.63 4.25 1.19
C 0.74 3.62 1.48
C -0.49 4.63 3.38
H -2.56 2.09 6.11
H -1.82 3.50 5.38
H -0.88 2.03 5.62
H -3.62 0.34 4.75
H -1.94 -0.17 4.65
H -2.92 -0.08 3.18
H -4.38 2.50 4.31
H -3.97 2.30 2.60
H -3.41 3.72 3.49
H 0.02 0.48 4.13
H 0.82 2.04 4.08
H 2.89 -2.06 -0.09
H 4.04 -0.80 -0.44
H 2.77 -1.45 -4.77
H 1.06 -1.65 -4.36
H 2.06 -3.06 -4.71
H 4.56 -2.14 -3.28
H 3.92 -3.76 -3.05
H 4.26 -2.75 -1.65
H 0.45 -3.03 -2.30
H 1.64 -3.43 -1.07
H 1.69 -4.25 -2.64
H 4.98 0.04 -2.17
H 4.90 1.46 -3.20
H 4.48 -0.12 -3.86
H 3.60 1.69 -0.69
H 1.92 2.03 -1.11
H 3.23 2.83 -1.99
H 2.20 0.56 -4.63
H 2.67 2.20 -4.18
H 1.16 1.52 -3.58
H 5.38 -0.03 0.89
H 6.56 1.21 2.67
H 5.29 2.28 4.50
H 2.83 2.12 4.58
H -1.73 3.62 0.31
H -1.30 5.24 0.86
H -2.63 4.37 1.63
H 0.78 2.87 0.68
H 1.56 3.39 2.17
H 0.95 4.60 1.03
H -1.45 4.86 3.84
H -0.06 5.58 3.04
H 0.17 4.24 4.16
N -1.45 -3.33 2.87
N -2.75 -3.73 2.48
C -3.05 -3.22 1.16
N -4.36 -3.68 0.79
N -2.96 -1.76 1.30
N -3.24 -1.09 0.26
O -3.16 0.19 0.35
O -3.45 -1.59 -0.86
H -1.19 -3.84 3.70
H -1.40 -2.32 3.03
H -3.45 -3.30 3.09
H -5.00 -3.34 1.50
H -4.62 -3.22 -0.07
F -1.99 4.04 -5.32
C -1.71 3.21 -4.26
C -0.91 3.68 -3.24
C -0.64 2.81 -2.18
C -1.11 1.49 -2.08
C -1.95 1.12 -3.16
C -2.24 1.94 -4.25
H -0.52 4.69 -3.28
H 0.01 3.21 -1.41
H -2.41 0.13 -3.17
H -2.88 1.61 -5.06
C -4.16 -5.37 -1.87
Si -2.50 -4.54 -2.03
C -1.24 -5.80 -2.61
C -2.60 -3.21 -3.32
Se -1.60 -3.97 -0.01
H -4.31 -5.99 -2.75
H -4.98 -4.65 -1.83
H -4.22 -5.99 -0.98
H -1.74 -6.57 -3.20
H -0.73 -6.29 -1.79
H -0.49 -5.33 -3.25
H -2.95 -3.67 -4.24
H -1.63 -2.76 -3.51
H -3.29 -2.41 -3.05
*
```

Atomic partial charges in e from the Mulliken method, atoms 1 to 4: atom 1 (Ca): 0.870, atom 2 (C): -1.926, atom 3 (C): 2.117, atom 4 (C): -2.108

No. 7
C6H9LaO5 | ωB97M-V with the def2-TZVPD basis set

Expectation value of S²: 0.751
E_LUMO (alpha / beta) (eV): -4.961 / -5.078
Energy relative to the best compared isomer or geometry (same formula, charge and spin) (kcal/mol): 14.0
Frontier orbital gap (alpha / beta) (eV): 5.626 / 7.389

Structure (ORCA input):
```
! RIJCOSX wB97M-V def2-TZVPD def2/J DEFGRID3
* xyz 1 2
O -0.03 0.55 -0.77
C -0.49 -0.77 -0.42
O -0.96 -1.47 -1.31
O 0.89 -1.19 0.09
C 1.16 -2.51 0.26
C -0.97 1.40 -1.44
H -1.17 0.97 -2.42
H -1.91 1.42 -0.86
C -0.39 2.79 -1.55
H -0.11 3.18 -0.56
H 0.49 2.80 -2.20
H -1.15 3.46 -1.97
C 2.27 -2.95 0.84
H 0.32 -3.16 0.02
H 2.40 -4.02 0.99
H 2.91 -2.28 1.43
O -2.36 0.22 3.23
C -1.35 0.34 2.64
O -0.27 0.85 2.59
La 1.95 0.95 0.71
H -1.24 -0.58 0.73
*
```

Atomic partial charges in e from the Mulliken method, atoms 1 to 4: atom 1 (O): -0.207, atom 2 (C): 0.616, atom 3 (O): -0.636, atom 4 (O): -0.135

No. 8
C42H50N6O5SSn | ωB97M-V with the def2-TZVPD basis set

E_LUMO (eV): -1.076
Frontier orbital gap (eV): 6.379

Structure (ORCA input):
```
! RIJCOSX wB97M-V def2-TZVPD def2/J DEFGRID3
* xyz 0 1
Sn -0.37 0.54 1.09
C 1.99 0.78 3.95
C 0.86 -0.20 4.32
C 0.73 -0.32 5.84
C 1.10 -1.56 3.67
C 2.19 -2.32 4.07
C 2.45 -3.56 3.50
C 1.61 -4.05 2.52
C 0.50 -3.33 2.08
C -0.40 -3.93 1.00
C -1.11 -5.18 1.53
C 0.37 -4.26 -0.28
C 0.26 -2.08 2.68
N -0.89 -1.31 2.22
C -2.07 -1.76 2.54
C -3.33 -1.37 2.00
C -4.44 -2.09 2.52
C -5.69 -1.96 1.99
C -5.86 -1.09 0.89
C -4.81 -0.38 0.37
C -3.49 -0.47 0.91
N -2.46 0.29 0.45
C -2.62 1.00 -0.81
C -2.96 2.37 -0.85
C -3.00 3.00 -2.10
C -2.74 2.32 -3.27
C -2.44 0.97 -3.23
C -2.36 0.28 -2.02
C -2.04 -1.22 -2.08
C -0.98 -1.58 -3.13
C -3.29 -2.07 -2.40
C -3.30 3.28 0.34
C -2.09 3.64 1.22
C -4.46 2.82 1.22
H 1.74 1.80 4.27
H 2.15 0.81 2.87
H 2.93 0.48 4.42
H -0.07 0.20 3.95
H 1.67 -0.65 6.29
H -0.05 -1.03 6.11
H 0.47 0.65 6.27
H 2.86 -1.94 4.84
H 3.31 -4.14 3.83
H 1.82 -5.02 2.08
H -1.17 -3.21 0.74
H -0.39 -5.96 1.78
H -1.80 -5.58 0.78
H -1.69 -4.97 2.44
H 1.08 -5.08 -0.12
H 0.92 -3.39 -0.65
H -0.32 -4.58 -1.07
H -2.10 -2.57 3.26
H -4.27 -2.76 3.35
H -6.53 -2.51 2.39
H -6.84 -0.98 0.44
H -4.98 0.29 -0.46
H -3.25 4.05 -2.14
H -2.79 2.84 -4.23
H -2.25 0.44 -4.16
H -1.67 -1.52 -1.10
H -1.39 -1.50 -4.14
H -0.67 -2.62 -2.99
H -0.10 -0.95 -3.08
H -3.70 -1.76 -3.37
H -4.07 -1.98 -1.65
H -3.01 -3.13 -2.47
H -3.62 4.21 -0.13
H -1.95 2.91 2.01
H -2.24 4.60 1.71
H -1.16 3.70 0.64
H -4.21 1.94 1.80
H -5.36 2.60 0.62
H -4.72 3.62 1.92
O 6.09 4.13 -3.95
S 5.22 3.80 -5.07
O 3.85 4.26 -4.91
O 5.78 4.00 -6.38
C 5.11 1.99 -4.83
N 6.02 1.17 -5.37
C 5.98 -0.10 -4.96
C 5.03 -0.59 -4.08
C 4.11 0.33 -3.62
N 4.17 1.61 -3.96
C 3.01 0.05 -2.65
C 3.04 -0.97 -1.71
C 2.03 -1.05 -0.77
N 1.01 -0.19 -0.76
C 0.96 0.77 -1.69
C 1.94 0.94 -2.63
H 6.76 -0.75 -5.35
H 4.99 -1.64 -3.81
H 3.88 -1.65 -1.65
H 2.07 -1.77 0.04
H 0.12 1.46 -1.62
H 1.93 1.77 -3.33
N 3.78 4.30 -0.52
C 2.95 4.56 0.67
C 2.07 3.35 1.01
O 1.27 3.32 1.92
O 2.27 2.31 0.20
H 3.55 4.88 -1.32
H 2.97 2.65 -0.42
H 4.77 4.39 -0.35
H 2.29 5.41 0.54
H 3.56 4.76 1.55
*
```

Atomic partial charges in e from the Mulliken method, atoms 1 to 4: atom 1 (Sn): 0.479, atom 2 (C): -1.277, atom 3 (C): 0.663, atom 4 (C): -1.744